[1]
The following is a quantum chemistry calculation of C22H22HfN9O2 as an isolated structure at a distorted geometry, from the OMol25 dataset.

Properties
Molar mass ... 623.0 g mol⁻¹
Lowest unoccupied orbital energy ... -0.36661 Ha
E_HOMO ... -17.0 eV

Geometry as ORCA input:
```
! RIJCOSX wB97M-V def2-TZVPD def2/J DEFGRID3
* xyz 3 1
Hf -0.8244 -0.0521 -0.2413
O -2.1625 -0.3760 -1.5483
O -3.5216 1.3824 -1.8214
N -0.6040 1.9094 -1.4365
N -2.9001 -0.8160 0.8688
N -1.1229 1.6148 1.2759
N 1.0533 -0.2103 -1.3999
N 4.5922 0.4371 -1.8857
N -0.4993 -2.3220 -0.2070
N -3.5290 0.2548 0.1486
N 0.3275 -0.5709 1.5463
N 3.0378 -0.3993 -3.3246
C 1.8077 -0.7518 -3.5894
C -1.0121 -3.1752 -1.1010
C 0.5400 0.3769 2.4779
C -3.1051 0.4553 -1.1881
C -0.6994 2.7410 -2.2360
C -0.8027 3.8858 2.8673
C -1.9169 2.6847 1.1279
C 0.4156 -2.7862 0.6800
C 3.3350 0.0754 -2.1033
C 2.3042 0.1572 -1.1208
C -0.6362 -4.5100 -1.1768
C -0.7877 3.7591 -3.1938
C 0.8391 -1.8079 1.7041
C 1.8957 -1.1334 3.7499
C 0.0107 2.7745 3.0467
C 1.6458 -2.1149 2.8008
C 1.3258 0.1228 3.6006
C -1.8103 3.8220 1.9155
C 0.8604 -4.1066 0.6437
C 0.3325 -4.9795 -0.3014
C 0.7824 -0.6597 -2.6430
C -0.1917 1.6417 2.2625
H -0.2821 4.6632 -2.8472
H 0.6622 -6.0081 -0.3477
H 2.5170 0.5343 -0.1256
H 2.5112 -1.3476 4.6117
H 4.9194 0.8386 -1.0242
H 1.6165 -1.1241 -4.5865
H -3.3669 -1.7138 0.6590
H -0.2465 -0.9162 -2.8804
H 5.2348 0.3712 -2.6629
H -1.8376 3.9890 -3.3920
H -0.6554 4.7724 3.4658
H -3.0670 -0.6501 1.8678
H -4.5270 0.4004 0.3025
H -1.0964 -5.1647 -1.9016
H 1.4706 0.8737 4.3580
H 0.7877 2.7958 3.7935
H -2.6818 2.6341 0.3589
H -2.5100 4.6316 1.7847
H 1.6010 -4.4651 1.3403
H -0.3265 3.4404 -4.1319
H 2.0550 -3.1011 2.9417
H -1.7579 -2.7771 -1.7825
*
```

=====

[2]
The following is a quantum chemistry calculation of one molecule with the formula C3H3NO2 at a distorted geometry, from the OMol25 dataset.

Properties
Molar mass ... 85.1 g mol⁻¹
Lowest unoccupied orbital energy ... -0.03578 Ha
E_HOMO ... -11.0 eV

Geometry as ORCA input:
```
! RIJCOSX wB97M-V def2-TZVPD def2/J DEFGRID3
* xyz 0 1
O -0.9349 0.1272 0.7060
O 1.4070 0.3252 1.7182
N 3.5000 -0.4396 -0.9289
C 2.6250 -0.0919 -0.2918
C 1.4272 0.0568 0.5044
C 0.0918 0.0575 -0.1624
H -0.1621 0.9053 -0.9460
H -0.7729 0.4525 1.5759
H -0.0816 -0.9310 -0.7894
*
```